Computed, not measured: the ion C3H9N2P2 with charge +1, with ωB97M-V with the def2-TZVPD basis set.

**Multiplicity**: 1
**SMILES string**: C/P=N/P=[N+](C)C
**E**: -911.56529 hartree
**Total charge**: +1
**F_max**: 5.60 eV Å⁻¹
**Energy relative to the best compared isomer or geometry (same formula, charge and spin)**: 49.80 kcal/mol

Geometry as XYZ:
```
16
Properties=species:S:1:pos:R:3:forces:R:3
C -0.03505 -1.32562 1.05577 1.45 -3.00 -0.90
C -2.33922 -1.81392 0.46089 -1.14 -1.22 0.77
C 2.45033 2.77566 -1.00387 -0.62 -0.87 -2.09
N 0.62834 0.97153 -0.70128 -3.99 -3.79 1.01
N -1.17089 -1.03015 0.18985 0.59 -0.25 0.66
P 0.73764 2.24598 -1.54789 0.77 2.07 -1.45
P -1.36022 0.07402 -0.89778 3.92 2.94 -0.74
H 0.32454 -2.45961 0.94647 -1.44 2.12 0.28
H 0.79680 -0.82978 0.61715 0.65 0.91 0.42
H -0.25798 -1.12444 2.09903 0.00 0.22 -0.09
H -2.39020 -1.81766 1.55576 -0.08 -0.84 -0.16
H -3.26061 -1.28318 0.21071 0.09 -0.25 -0.65
H -2.23471 -2.82203 -0.03093 -0.36 0.97 0.83
H 2.39488 2.42165 0.03416 0.84 0.94 -0.10
H 3.20407 2.18484 -1.62897 -0.94 0.64 0.99
H 2.51228 3.83271 -1.35906 0.28 -0.59 1.21
```
Positions in Å, forces in eV/Å.